The following is a DFT calculation (wB97M-V/def2-TZVPD) of a 6-piece molecular cluster, C15H42ClN8O11 overall at a distorted geometry.

Each line ends with the Mulliken charge.
Atoms and positions in Å:
H  16.070  6.990  -5.914  0.22
N  15.371  12.142  -0.479  -0.16
O  10.976  10.114  1.301  -0.70
H  17.770  6.733  -4.068  0.09
C  18.192  9.413  2.311  -0.49
H  14.923  4.942  -3.262  0.20
H  21.831  6.808  -4.053  0.48
O  14.234  8.143  -3.676  -0.72
H  13.694  9.525  -0.202  0.08
H  16.287  14.408  0.255  0.18
O  16.256  9.336  -3.896  -0.68
H  20.428  7.857  5.201  0.31
H  17.284  7.715  2.865  0.33
H  15.353  11.284  -1.015  0.15
C  21.035  6.601  -4.785  -0.72
C  15.244  7.292  1.503  -0.39
O  16.308  3.836  -5.023  -0.51
H  13.044  11.082  0.343  0.16
C  20.591  7.419  4.209  -0.77
C  16.227  8.416  1.289  -0.15
H  21.204  5.578  -5.155  0.28
H  22.546  8.399  -7.068  0.24
H  16.878  7.582  -7.389  0.52
H  13.441  4.328  -3.810  0.22
H  21.581  7.727  3.847  0.27
N  14.438  4.213  -3.772  -0.41
H  13.667  2.197  -5.285  0.17
H  15.898  15.258  -1.154  0.24
N  16.998  8.626  2.523  -0.41
H  20.144  9.673  3.057  0.45
C  15.402  5.576  3.171  -0.77
O  19.573  7.739  3.300  -0.27
C  19.729  6.709  -4.011  -0.59
N  14.330  2.848  -5.658  -0.44
H  19.737  7.725  -3.576  0.36
H  14.718  2.657  -6.561  0.22
H  19.810  5.973  -3.206  0.41
O  17.037  5.552  -7.144  -0.27
C  16.083  5.417  -8.167  -0.84
H  22.921  8.534  -5.344  0.29
H  17.916  10.468  2.415  0.26
C  16.934  6.840  -6.569  -0.54
H  18.946  9.432  4.368  0.40
C  22.461  7.892  -6.109  -0.83
C  15.113  3.667  -4.830  0.56
H  14.369  5.220  3.042  0.31
H  15.672  9.305  0.986  -0.01
O  14.710  13.369  -2.296  -0.62
O  16.260  7.290  -2.757  -0.64
N  11.859  8.117  0.658  -0.29
O  15.932  6.136  2.009  -0.37
N  15.727  14.457  -0.576  -0.43
H  16.285  6.135  -8.970  0.36
H  14.900  6.942  0.522  0.04
O  21.141  7.530  -5.853  -0.24
H  11.101  7.607  1.069  0.19
Cl  15.474  8.486  -3.043  1.54
H  18.663  9.229  1.335  0.35
H  23.080  6.979  -6.149  0.33
C  15.231  13.323  -1.197  0.57
H  16.013  4.717  3.444  0.25
H  15.913  12.223  0.362  0.10
O  15.193  9.141  -1.777  -0.57
N  18.491  6.393  -4.714  -0.19
C  18.231  7.242  -5.883  -0.66
C  11.904  9.480  0.818  0.49
H  19.041  7.146  -6.601  0.47
C  19.244  9.117  3.363  -0.76
H  16.955  8.169  0.505  0.40
H  20.616  6.337  4.350  0.24
H  12.470  7.584  0.067  0.18
H  18.208  8.301  -5.586  0.30
H  15.407  6.288  4.009  0.34
H  14.406  7.581  2.140  0.45
H  15.054  5.530  -7.795  0.30
N  12.975  10.091  0.215  -0.09
H  16.136  4.385  -8.522  0.24

LUMO = 2.44 eV
Net charge = -1
Maximum force = 1.7 eV/A